The following is a quantum chemistry calculation of an isolated molecule of C3H11N3O in a non-equilibrium geometry, from the OMol25 dataset.

XYZ file:
```
18
Properties=species:S:1:pos:R:3:mulliken_charge:R:1
C 0.236 0.075 0.126 1.549
C 1.542 -0.594 0.532 -1.603
C 0.259 0.592 -1.304 -1.751
N -0.966 -0.571 0.549 -0.530
N -1.028 2.148 1.099 -0.477
N -1.008 -1.856 -0.430 -0.496
O 0.179 1.387 1.111 -0.379
H -0.832 -0.900 1.509 0.283
H -1.100 2.521 0.152 0.247
H -1.773 1.454 1.193 0.303
H -0.243 -2.520 -0.318 0.244
H -1.716 -1.677 -1.146 0.235
H 1.832 -1.377 -0.173 0.406
H 2.340 0.154 0.571 0.392
H -0.722 0.971 -1.605 0.471
H 0.547 -0.190 -2.011 0.369
H 0.979 1.413 -1.390 0.365
H 1.474 -1.030 1.533 0.373
```

Results
- SMILES = CC(C)(NN)ON
- energy relative to the best compared isomer or geometry (same formula, charge and spin) (eV) = 4.586
- 2S+1 = 1
- orbital gap (eV) = 9.944
- net charge = 0

---

The following is a quantum chemistry calculation of an isolated molecule of C14H14N4OS in a non-equilibrium geometry, from the OMol25 dataset.

XYZ file:
```
34
Properties=species:S:1:pos:R:3:mulliken_charge:R:1
C 4.520 -3.964 1.849 -1.089
H 5.555 -4.219 2.063 0.330
H 3.901 -4.300 2.678 0.341
H 4.211 -4.489 0.948 0.328
C 4.383 -2.453 1.656 -0.304
C 2.982 -2.079 1.356 0.361
N 2.563 -1.623 0.238 -0.985
N 1.260 -1.379 0.180 0.124
C 0.630 -1.644 1.272 0.450
N -0.698 -1.503 1.525 -0.092
C -1.754 -1.067 0.730 0.395
O -2.849 -1.024 1.234 -0.633
C -1.448 -0.701 -0.699 -0.471
C -2.221 0.518 -1.091 0.415
C -3.558 0.600 -1.350 -0.895
N -3.901 1.894 -1.629 0.035
C -2.788 2.679 -1.545 -0.645
C -2.627 4.045 -1.740 -0.862
C -1.361 4.566 -1.584 -0.466
C -0.276 3.752 -1.244 -0.726
C -0.428 2.398 -1.051 -0.402
C -1.698 1.842 -1.201 1.292
H 0.417 1.777 -0.791 0.495
H 0.699 4.203 -1.132 0.391
H -1.199 5.625 -1.727 0.372
H -3.465 4.673 -2.003 0.360
H -4.829 2.217 -1.841 0.171
H -4.295 -0.179 -1.350 0.419
H -0.380 -0.544 -0.835 0.392
H -1.756 -1.553 -1.313 0.356
H -0.990 -1.743 2.466 0.240
S 1.690 -2.264 2.547 -0.223
H 4.708 -1.938 2.563 0.272
H 5.002 -2.122 0.821 0.253
```

Results
- SMILES = CCc1nnc(NC(=O)Cc2c[nH]c3ccccc23)s1
- energy relative to the best compared isomer or geometry (same formula, charge and spin) (eV) = 0.146
- 2S+1 = 1
- orbital gap (eV) = 8.227
- net charge = 0

---

The following is a quantum chemistry calculation of a structure of composition C46H37KN4O3P2S5Sb in a non-equilibrium geometry, from the OMol25 dataset.

XYZ file:
```
99
Properties=species:S:1:pos:R:3:mulliken_charge:R:1
K -0.064 0.543 0.607 1.339
O 0.550 -1.068 -0.746 0.409
S 0.038 -2.501 -0.644 0.472
C 1.482 -3.503 -0.623 -0.088
C 2.087 -4.084 -1.761 -0.587
C 3.143 -4.950 -1.652 -0.872
C 3.664 -5.282 -0.351 -1.010
C 3.186 -4.630 0.761 -0.564
C 2.119 -3.703 0.694 0.068
P 1.895 -2.506 1.978 1.513
C 2.708 -0.975 1.408 0.394
C 2.557 0.203 2.138 -0.446
C 3.136 1.385 1.686 -0.430
C 3.854 1.391 0.497 -0.545
C 4.024 0.213 -0.223 -0.489
C 3.462 -0.970 0.235 -0.423
C 2.899 -3.094 3.382 0.033
C 2.485 -4.260 4.024 -0.048
C 3.186 -4.747 5.120 -0.692
C 4.291 -4.057 5.603 -0.406
C 4.685 -2.883 4.990 -0.734
C 3.992 -2.403 3.879 -0.287
C -0.621 -2.830 -2.279 0.016
C -0.896 -4.149 -2.620 -0.391
C -1.440 -4.451 -3.854 -0.908
C -1.705 -3.423 -4.749 -0.707
C -1.471 -2.107 -4.382 -0.099
C -0.957 -1.764 -3.126 -0.805
P -0.842 0.033 -2.583 1.465
C -2.014 0.735 -3.849 -0.327
C -3.381 0.510 -3.636 -0.091
C -4.331 1.045 -4.495 -0.638
C -3.939 1.823 -5.583 -0.488
C -2.589 2.062 -5.797 -0.684
C -1.637 1.524 -4.933 -0.243
C 0.783 0.501 -3.347 0.778
C 1.528 -0.293 -4.217 -0.495
C 2.758 0.140 -4.701 -0.666
C 3.268 1.376 -4.323 -0.567
C 2.542 2.173 -3.447 -0.598
C 1.316 1.736 -2.959 -0.435
H 1.707 -3.843 -2.747 0.285
H 3.590 -5.374 -2.546 0.375
H 4.472 -5.998 -0.253 0.354
H 3.665 -4.815 1.715 0.271
H 1.965 0.203 3.047 0.362
H 2.985 2.305 2.239 0.421
H 4.273 2.320 0.126 0.335
H 4.574 0.218 -1.156 0.362
H 3.580 -1.885 -0.332 0.203
H 1.601 -4.772 3.659 0.434
H 2.863 -5.663 5.602 0.369
H 4.837 -4.432 6.461 0.352
H 5.537 -2.332 5.372 0.381
H 4.312 -1.491 3.392 0.313
H -0.670 -4.936 -1.909 0.528
H -1.653 -5.482 -4.116 0.357
H -2.117 -3.642 -5.727 0.397
H -1.717 -1.320 -5.084 0.481
H -3.689 -0.088 -2.782 0.234
H -5.384 0.861 -4.311 0.383
H -4.680 2.239 -6.256 0.317
H -2.271 2.673 -6.636 0.337
H -0.586 1.720 -5.111 0.340
H 1.158 -1.266 -4.513 0.298
H 3.323 -0.496 -5.373 0.376
H 4.228 1.710 -4.700 0.302
H 2.937 3.132 -3.129 0.429
H 0.752 2.352 -2.265 0.324
N -4.803 5.277 4.837 -0.611
C -3.699 4.820 4.094 1.157
C -3.631 3.494 3.678 -0.750
C -2.520 3.034 2.986 -0.429
C -1.478 3.904 2.699 -0.714
C -1.529 5.223 3.119 -0.253
C -2.633 5.678 3.817 -0.784
S -0.060 3.275 1.847 1.569
O 0.125 1.950 2.424 -0.842
O 1.020 4.216 2.059 -0.919
N -0.366 3.012 0.302 -0.103
C -1.222 3.808 -0.404 -0.174
N -1.533 3.356 -1.646 0.087
C -2.421 4.045 -2.342 0.336
C -3.025 5.205 -1.879 -1.100
C -2.612 5.617 -0.626 -0.251
N -1.725 4.959 0.104 -0.409
H -5.635 4.724 4.714 0.230
H -4.990 6.261 4.738 0.217
H -4.446 2.814 3.904 0.329
H -2.461 1.996 2.674 0.286
H -0.701 5.880 2.882 0.470
H -2.679 6.710 4.152 0.261
H -2.665 3.644 -3.323 0.102
H -3.757 5.748 -2.459 0.405
H -3.005 6.529 -0.180 0.388
S -4.238 -2.769 2.849 -0.713
Sb -3.008 -1.271 1.661 0.684
S -3.328 -1.915 -0.504 -0.575
S 0.051 -2.152 2.607 -0.539
```

Results
- energy relative to the best compared isomer or geometry (same formula, charge and spin) (eV) = 0.372
- 2S+1 = 2
- orbital gap (spin up / spin down) (eV) = 4.029 / 5.910
- net charge = -2

---

The following is a quantum chemistry calculation of an isolated molecule of C6H10O3Si2 in a non-equilibrium geometry, from the OMol25 dataset.

XYZ file:
```
21
Properties=species:S:1:pos:R:3:mulliken_charge:R:1
C 1.536 2.111 -3.178 0.262
C 1.498 -0.565 3.510 0.503
C 0.747 1.659 -2.373 -0.666
C 1.099 -0.685 2.378 -1.163
C -2.199 1.641 -1.272 -0.999
C -0.741 -2.722 1.191 -0.979
O -0.123 2.356 0.435 -0.526
O 1.678 -2.174 -0.334 -0.534
O 0.004 -0.181 -0.401 0.165
Si -0.310 1.371 -0.895 0.280
Si 0.524 -1.401 0.560 0.422
H 2.243 2.084 -3.979 0.387
H 1.954 -0.400 4.438 0.456
H -2.859 1.358 -0.412 0.268
H -2.453 2.746 -1.547 0.293
H -2.707 1.116 -2.147 0.318
H -1.066 -2.357 2.109 0.308
H -1.587 -2.953 0.471 0.304
H -0.153 -3.646 1.329 0.277
H 0.603 2.406 1.033 0.312
H 2.314 -1.765 -0.916 0.313
```

Results
- SMILES = C#C[Si@](C)(O)O[Si@@](C)(O)C#C
- energy relative to the best compared isomer or geometry (same formula, charge and spin) (eV) = 0.000
- 2S+1 = 1
- orbital gap (eV) = 10.911
- net charge = 0

---

The following is a quantum chemistry calculation of a structure of composition C34H30CoN7O7 in a non-equilibrium geometry, from the OMol25 dataset.

XYZ file:
```
79
Properties=species:S:1:pos:R:3:mulliken_charge:R:1
Co 0.444 0.072 0.065 -0.367
C 0.570 1.156 4.358 -0.562
O -0.578 1.725 3.647 -0.479
C -0.391 1.435 2.382 -0.104
N 0.699 0.871 2.015 -0.094
C 1.538 0.716 3.238 -1.006
C 2.108 -0.666 3.420 0.705
C 3.473 -0.835 3.604 -0.384
C 3.998 -2.102 3.825 -0.891
C 3.155 -3.203 3.865 -0.615
C 1.785 -3.037 3.695 -0.823
C 1.263 -1.772 3.476 0.144
C -1.439 1.720 1.392 0.527
C -2.590 2.472 1.536 -0.526
C -3.462 2.532 0.453 -0.701
C -3.193 1.818 -0.712 -0.593
C -2.018 1.092 -0.757 0.549
N -1.168 1.092 0.260 0.921
C -1.536 0.162 -1.787 -0.360
N -0.482 -0.532 -1.546 0.875
C -0.281 -1.434 -2.712 -1.018
C -1.311 -0.873 -3.717 -0.617
O -2.172 -0.005 -2.908 -0.499
C 1.090 -1.573 -3.328 0.353
C 1.189 -2.467 -4.395 -0.901
C 2.399 -2.667 -5.038 -0.725
C 3.531 -1.981 -4.618 -0.668
C 3.438 -1.094 -3.558 -1.537
C 2.222 -0.888 -2.916 0.721
H 0.202 0.316 4.943 0.370
H 0.973 1.919 5.015 0.351
H 2.364 1.427 3.168 0.664
H 4.135 0.024 3.583 0.415
H 5.061 -2.227 3.977 0.437
H 3.562 -4.189 4.045 0.472
H 1.123 -3.892 3.746 0.453
H 0.193 -1.642 3.364 0.473
H -2.800 2.978 2.469 0.658
H -4.370 3.115 0.527 0.506
H -3.872 1.813 -1.553 0.683
H -0.596 -2.425 -2.367 0.753
H -1.943 -1.629 -4.170 0.478
H -0.846 -0.246 -4.475 0.393
H 0.317 -3.023 -4.721 0.462
H 2.460 -3.363 -5.864 0.451
H 4.478 -2.141 -5.115 0.444
H 4.317 -0.555 -3.228 0.477
H 2.174 -0.186 -2.100 0.779
O 2.006 -0.969 0.054 -0.499
C 2.042 -2.219 0.053 0.138
C 0.970 -3.073 0.388 1.176
C 1.178 -4.468 0.343 -0.442
C 0.188 -5.297 0.770 -0.910
C -1.026 -4.795 1.263 -0.529
C -1.250 -3.445 1.304 -0.713
C -0.263 -2.539 0.853 -0.292
O -0.530 -1.268 0.916 0.061
N 0.404 -6.754 0.736 1.030
O 1.418 -7.147 0.201 -0.601
O -0.444 -7.446 1.252 -0.601
H 3.005 -2.669 -0.198 0.455
H 2.113 -4.881 -0.012 0.645
H -1.775 -5.497 1.605 0.542
H -2.182 -3.043 1.678 0.556
C 3.683 4.398 -1.161 -1.065
N 2.640 3.400 -1.336 0.046
C 1.800 3.299 -2.509 -0.466
C 0.945 2.093 -2.178 -0.095
O 0.077 1.662 -2.893 -0.490
N 1.309 1.623 -0.912 0.721
C 2.321 2.425 -0.491 0.413
N 2.991 2.225 0.637 -0.155
H 4.000 4.738 -2.144 0.356
H 4.554 3.967 -0.669 0.395
H 3.324 5.256 -0.592 0.320
H 2.381 3.116 -3.415 0.408
H 1.177 4.181 -2.663 0.379
H 2.744 1.441 1.207 -0.112
H 3.756 2.819 0.904 0.288
```

Results
- energy relative to the best compared isomer or geometry (same formula, charge and spin) (eV) = 0.371
- 2S+1 = 1
- orbital gap (eV) = 7.590
- net charge = +2